The following is a quantum chemistry calculation of a structure of composition C39H47BF9N4PSbSr, from the Open Molecules 2025 dataset.

Each line ends with the Löwdin charge.
Element x y z (Å)
1 Sr -0.4037 1.2679 -0.4957  1.103
2 B -1.7690 4.7228 -1.0146  -0.367
3 N -0.8853 3.9827 -2.1167  -0.099
4 C -0.7852 4.4001 -3.3875  -0.081
5 C 0.3291 3.8307 -3.9786  -0.051
6 C 0.8835 3.0560 -2.9642  -0.181
7 N 0.1579 3.1451 -1.8387  -0.173
8 N -2.3390 3.7368 0.0994  -0.095
9 C -3.5177 3.9024 0.7193  -0.080
10 C -3.5430 3.1470 1.8784  -0.047
11 C -2.2967 2.5260 1.8981  -0.179
12 N -1.5656 2.8806 0.8314  -0.168
13 H -1.0878 5.5663 -0.4735  0.071
14 H -2.7292 5.1839 -1.5964  0.074
15 H -1.5113 5.1001 -3.7711  0.129
16 H 0.6866 3.9719 -4.9851  0.103
17 H 1.7722 2.4385 -2.9912  0.106
18 H -4.2472 4.5742 0.2940  0.128
19 H -4.3392 3.0719 2.6000  0.102
20 H -1.8846 1.8506 2.6363  0.095
21 F -1.2618 -2.7380 7.1124  0.156
22 C -0.7954 -1.4861 7.2065  -0.597
23 F 0.0970 -1.4536 8.1992  0.153
24 F -1.8279 -0.7058 7.5588  0.156
25 C -0.2010 -1.0270 5.8964  -0.102
26 C -0.9919 -1.0736 4.7567  0.006
27 C -0.4757 -0.6283 3.5504  -0.091
28 C 0.8316 -0.1465 3.4696  -0.370
29 C 1.6124 -0.1135 4.6206  -0.047
30 C 1.0966 -0.5494 5.8342  0.018
31 P 1.4673 0.4073 1.8628  1.028
32 C 2.3644 -1.0099 1.1599  -0.388
33 C 2.8183 -0.8654 -0.1575  -0.100
34 C 3.3300 -1.9423 -0.8546  -0.005
35 C 3.3864 -3.1874 -0.2365  -0.109
36 C 2.9717 -3.3405 1.0719  0.014
37 C 2.4595 -2.2487 1.7732  -0.056
38 C 3.8672 -4.3616 -1.0510  -0.593
39 F 5.0150 -4.0767 -1.6806  0.157
40 F 4.0645 -5.4494 -0.3041  0.158
41 F 2.9686 -4.6792 -2.0008  0.142
42 C 2.7092 1.6689 2.2448  -0.378
43 C 4.0640 1.3867 2.4130  -0.064
44 C 4.9469 2.4020 2.7406  0.008
45 C 4.4827 3.7022 2.8989  -0.102
46 C 3.1419 3.9960 2.7267  0.015
47 C 2.2579 2.9777 2.3914  -0.067
48 C 5.4711 4.7836 3.2636  -0.596
49 F 4.9070 5.9954 3.2792  0.151
50 F 6.4847 4.8153 2.3868  0.154
51 F 6.0016 4.5676 4.4747  0.158
52 H -2.0069 -1.4475 4.8139  0.133
53 H -1.1053 -0.6575 2.6670  0.085
54 H 2.6251 0.2710 4.5838  0.113
55 H 1.7011 -0.5122 6.7300  0.129
56 H 2.7764 0.1027 -0.6521  0.105
57 H 3.6759 -1.8246 -1.8753  0.132
58 H 3.0337 -4.3108 1.5457  0.130
59 H 2.1072 -2.3854 2.7895  0.114
60 H 4.4334 0.3741 2.2923  0.114
61 H 5.9999 2.1866 2.8754  0.133
62 H 2.7888 5.0111 2.8405  0.129
63 H 1.2098 3.2192 2.2492  0.101
64 C -0.5705 -4.1875 -1.8384  -0.101
65 C -1.4546 -3.1770 -1.1067  -0.692
66 C -2.8606 -3.7659 -0.9997  -0.107
67 C -0.8761 -2.9628 0.2923  -0.147
68 Sb -1.3918 -1.1769 -1.9905  1.537
69 C -0.5946 -1.3524 -4.0075  -0.704
70 C -1.1050 -2.5179 -4.8623  -0.092
71 C -0.9074 -0.0455 -4.7425  -0.126
72 C 0.9239 -1.4387 -3.8153  -0.136
73 C -3.4157 -0.4019 -2.1178  -0.712
74 C -3.8169 -0.1210 -0.6607  -0.126
75 C -4.4445 -1.2875 -2.8144  -0.091
76 C -3.3472 0.9577 -2.8278  -0.121
77 H -0.5588 -5.1131 -1.2483  0.099
78 H 0.4669 -3.8641 -1.9303  0.056
79 H -0.9472 -4.4446 -2.8232  0.068
80 H -2.7872 -4.7222 -0.4663  0.096
81 H -3.3043 -3.9736 -1.9734  0.083
82 H -3.5495 -3.1419 -0.4343  0.064
83 H -0.8536 -3.9219 0.8273  0.101
84 H -1.4854 -2.2726 0.8847  0.060
85 H 0.1443 -2.5761 0.2597  0.049
86 H -2.1909 -2.6292 -4.8408  0.074
87 H -0.6615 -3.4675 -4.5772  0.063
88 H -0.8207 -2.3379 -5.9067  0.094
89 H -1.9369 -0.0133 -5.1001  0.074
90 H -0.2586 0.0123 -5.6264  0.099
91 H -0.7251 0.8605 -4.1539  0.055
92 H 1.2474 -2.2899 -3.2174  0.053
93 H 1.3173 -0.5313 -3.3439  0.060
94 H 1.4028 -1.5230 -4.7985  0.099
95 H -3.8244 -1.0047 -0.0258  0.067
96 H -4.8253 0.3100 -0.6437  0.103
97 H -3.1762 0.6294 -0.1763  0.037
98 H -4.6914 -2.1713 -2.2291  0.064
99 H -4.1210 -1.6106 -3.8049  0.075
100 H -5.3733 -0.7192 -2.9491  0.096
101 H -2.5363 1.6147 -2.4848  0.046
102 H -4.2773 1.5036 -2.6309  0.102
103 H -3.2406 0.8723 -3.9058  0.067

- Molecular weight: 994.0 g mol⁻¹
- LUMO energy: -2.65 eV
- ΔE to the lowest compared entry with this formula, charge and spin: 20.9 kcal per mole
- E_HOMO: -11.5 eV
- Charge: +1